This record from OMol25 describes a cluster of 2 separate species, C13H20ClF9N2O2PS in total. The level of theory is ωB97M-V with the def2-TZVPD basis set.

## Properties
molecular weight: 505.791 g/mol
total charge: +1
multiplicity: 1
frontier orbital gap: 8.066 eV

Last column: natural (NBO) charge in e.
Positions of all 49 atoms, in Å:
C: 1.6770 -1.4076 1.2158  -0.600
C: 0.2994 -1.3877 1.8684  -0.398
C: -0.0923 -0.0084 2.4802  -0.477
C: -1.3150 0.5947 1.8662  0.108
C: -1.3022 1.8097 1.1777  0.004
C: -0.1071 2.7049 0.9598  -0.436
C: 1.0477 2.1318 0.1314  -0.391
C: 0.5783 1.4136 -1.1363  -0.408
C: 1.7687 1.0255 -2.0084  -0.465
C: 1.3134 0.2301 -3.2148  0.645
F: 0.4059 0.9581 -3.9219  -0.323
F: 0.7095 -0.9144 -2.7939  -0.325
C: 2.5186 -0.0954 -4.1559  0.460
F: 3.5540 -0.4986 -3.3923  -0.308
F: 2.8653 1.0588 -4.7535  -0.301
S: 2.2540 -1.4326 -5.4944  2.379
F: 3.8140 -1.6821 -5.5640  -0.450
F: 2.1304 -2.5122 -4.3359  -0.458
F: 0.6850 -1.1912 -5.4624  -0.459
F: 2.3804 -0.3811 -6.6656  -0.447
F: 2.0386 -2.5708 -6.5503  -0.434
C: -2.5126 2.2493 0.6760  0.086
N: -3.6113 1.5327 0.8465  -0.226
N: -3.6774 0.3925 1.4835  -0.129
C: -2.5617 -0.0620 2.0008  -0.123
P: -2.7076 -1.6418 3.0128  1.108
O: -3.8994 -1.2045 4.0103  -0.976
Cl: -3.7105 -2.7166 1.6150  -0.257
H: 1.8100 -2.3540 0.6893  0.234
H: 2.4792 -1.3290 1.9483  0.218
H: 1.7666 -0.6261 0.4634  0.189
H: 0.2592 -2.1348 2.6607  0.233
H: -0.4478 -1.6965 1.1310  0.205
H: -0.3229 -0.1694 3.5375  0.254
H: 0.7470 0.6820 2.4527  0.234
H: -0.4556 3.6167 0.4720  0.225
H: 0.2666 3.0107 1.9417  0.247
H: 1.6525 2.9888 -0.1781  0.227
H: 1.7128 1.4965 0.7142  0.212
H: -0.0833 2.0886 -1.6852  0.216
H: 0.0086 0.5232 -0.8551  0.207
H: 2.2695 1.9282 -2.3621  0.240
H: 2.4727 0.4267 -1.4313  0.237
H: -2.6104 3.1841 0.1403  0.245
H: -4.4934 1.8643 0.4715  0.438
H: -3.6168 -1.3601 4.9281  0.534
O: -2.6675 -2.7238 6.6498  -0.964
H: -1.8897 -2.8013 7.2109  0.485
H: -3.4003 -3.0094 7.2055  0.484

Forces on the atoms, in the same order (eV/Å):
-0.211 -0.283 -0.172
0.035 0.051 -0.013
-0.005 -0.302 0.263
0.128 0.334 -0.093
0.238 -0.007 -0.067
0.157 -0.087 0.365
0.034 0.207 -0.485
0.114 0.142 0.392
-0.311 0.128 0.034
0.107 -0.044 -0.011
0.099 -0.266 0.115
0.047 0.203 -0.119
0.115 0.186 -0.075
-0.325 0.027 -0.164
0.008 -0.319 0.193
0.053 0.040 -0.033
0.040 0.066 0.028
-0.041 0.047 -0.014
0.068 -0.036 0.066
-0.067 0.018 0.050
-0.029 -0.028 -0.008
-0.026 0.119 -0.096
-0.042 0.119 -0.118
-0.289 0.065 0.079
-0.075 -0.195 0.011
0.380 -0.368 0.333
0.075 0.336 0.067
-0.090 -0.044 -0.163
0.049 -0.007 0.060
0.004 0.190 -0.008
0.113 0.071 0.058
-0.002 -0.005 -0.048
0.001 0.047 -0.011
0.038 0.077 0.010
-0.038 0.035 -0.089
-0.047 -0.020 0.020
0.014 0.022 -0.032
0.063 -0.029 0.109
-0.107 -0.061 0.081
-0.074 -0.133 -0.085
-0.036 -0.021 -0.151
0.126 -0.072 0.006
0.079 0.008 -0.112
-0.102 -0.045 -0.028
-0.069 -0.101 0.023
-0.077 -0.208 0.003
-0.159 0.168 -0.140
0.027 0.019 -0.029
0.008 -0.045 -0.003